[1]
C4H6N2O | ωB97M-V/def2-TZVPD

Output
* charge: 0
* lowest unoccupied orbital energy (alpha / beta): 0.34 / 0.34 eV
* highest occupied orbital energy (alpha / beta): -0.2850 / -0.2850 hartree
* SMILES: Cc1ncc(O)[nH]1
* multiplicity: 1
* total energy: -9270.5867 eV

Cartesian coordinates (Å):
C: -1.73969 -0.78929 -0.89377
C: -0.42650 -0.38326 -0.33763
N: 0.68883 -0.31582 -1.07108
C: 1.62807 0.04492 -0.19230
C: 1.13106 0.31932 1.07935
O: 1.24947 1.76661 1.12257
N: -0.22273 -0.05493 0.94821
H: -1.67326 -0.74177 -1.98264
H: -2.53962 -0.12449 -0.55117
H: -1.97920 -1.81262 -0.59633
H: 2.64590 0.28868 -0.47428
H: 2.17615 1.97673 1.24807
H: -0.89683 -0.21933 1.68659

Forces on atoms 1 to 3 (eV/Å):
C -0.1 -0.1 0.0
C -0.2 -0.3 0.1
N 0.1 -0.8 0.1

---

[2]
C45H45N4O6PPt | ωB97M-V/def2-TZVPD

Output
* charge: +2
* lowest unoccupied orbital energy (alpha / beta): -6.92 / -9.84 eV
* highest occupied orbital energy (alpha / beta): -0.4364 / -0.4713 hartree
* multiplicity: 5
* total energy: -78151.6756 eV

Cartesian coordinates (Å):
Pt: 0.77263 0.37229 -0.69738
C: 4.81273 -1.20942 -0.54042
C: 3.40516 -1.21033 -0.52466
N: 2.66660 -0.08188 -0.26850
C: 3.39448 0.99667 0.22810
C: 4.85747 1.07482 0.18380
C: 5.54216 -0.05687 -0.30369
C: 5.49340 2.20246 0.74394
C: 4.76192 3.26464 1.18837
C: 3.33167 3.30431 1.08551
C: 2.48293 4.45071 1.37253
C: 1.09948 4.30991 1.24258
C: 0.55440 3.20480 0.63858
N: 1.24872 2.04839 0.39764
C: 2.62604 2.10833 0.61734
H: 5.28289 -2.14512 -0.75213
H: 2.81726 -2.11890 -0.79996
H: 6.65420 -0.16930 -0.41805
H: 6.57136 2.24267 0.78203
H: 5.17927 4.16536 1.62696
H: 3.02375 5.39234 1.59527
H: 0.42309 5.07339 1.57113
H: -0.51855 3.18589 0.41855
N: 0.64378 -1.23171 -1.71386
P: -0.09013 -2.54966 -2.12324
C: -1.78737 -2.38840 -2.67368
C: -2.78851 -1.83097 -1.79643
C: -4.10942 -1.85748 -2.08035
C: -4.54704 -2.29992 -3.35177
C: -3.60964 -2.79841 -4.21343
C: -2.22023 -2.81434 -3.95418
C: -0.20439 -3.62821 -0.69126
C: 0.13015 -5.01882 -0.62340
C: -0.18144 -5.70873 0.53777
C: -0.70895 -5.09274 1.62141
C: -0.92876 -3.70651 1.59527
C: -0.76049 -3.01868 0.44298
C: 0.88515 -3.30243 -3.36363
C: 0.49747 -4.51453 -3.94933
C: 1.46889 -5.31135 -4.57952
C: 2.65267 -4.80382 -5.00953
C: 2.94501 -3.47057 -4.66539
C: 2.11206 -2.76632 -3.79170
H: -2.45981 -1.25128 -0.92395
H: -4.81743 -1.36184 -1.38678
H: -5.63505 -2.30790 -3.57336
H: -3.89237 -3.14965 -5.16949
H: -1.54013 -3.10602 -4.75858
H: 0.61372 -5.52315 -1.40852
H: 0.03895 -6.77470 0.64879
H: -0.99171 -5.67026 2.49373
H: -1.41063 -3.22136 2.47190
H: -0.93428 -1.96048 0.47532
H: -0.43007 -4.98228 -3.67509
H: 1.20627 -6.37716 -4.75868
H: 3.38803 -5.33382 -5.61818
H: 3.87956 -2.99821 -5.02936
H: 2.38309 -1.76057 -3.43811
O: -2.54985 2.43004 -1.49313
C: -1.50043 1.86272 -1.91055
O: -1.10254 0.70990 -1.43656
C: -0.89868 2.46582 -3.11453
C: -0.38594 1.74236 -4.18510
C: 0.28899 2.42789 -5.21775
C: 0.19271 3.78766 -5.35624
C: -0.37046 4.54455 -4.28540
C: -0.81038 3.87104 -3.16575
N: -0.73728 5.98140 -4.44721
O: -1.17284 6.47034 -3.39442
O: -0.68162 6.52589 -5.55174
H: -0.48390 0.65859 -4.26406
H: 0.85992 1.89342 -6.01089
H: 0.41454 4.33720 -6.28977
H: -1.15941 4.46040 -2.31492
C: -4.92807 1.24086 3.73702
C: -4.36161 0.66585 5.01767
C: -3.18993 -0.18763 4.52337
O: -3.81341 -0.90357 3.41428
C: -4.78598 0.03159 2.81167
H: -4.32299 2.08619 3.40453
H: -5.94356 1.66683 3.81820
H: -5.10656 -0.01814 5.45919
H: -4.08301 1.29730 5.83119
H: -2.81275 -0.87768 5.27846
H: -2.38115 0.50231 4.16223
H: -5.73337 -0.53481 2.78986
H: -4.45096 0.21495 1.75152
C: 1.36940 -0.77369 5.26601
C: 1.58545 0.71471 5.45990
O: 0.41655 1.47765 5.07083
C: 0.62349 2.86556 5.37715
C: -0.63375 3.58195 4.95422
H: 2.34790 -1.28298 5.28279
H: 0.80617 -0.94994 4.36130
H: 0.77909 -1.18053 6.10131
H: 2.45295 1.08530 4.88715
H: 1.75213 1.02539 6.52676
H: 1.49637 3.22173 4.80616
H: 0.75661 3.01754 6.43495
H: -1.10544 3.10920 4.09151
H: -0.48357 4.62453 4.71295
H: -1.43279 3.59742 5.75190

Forces on atoms 1 to 3 (eV/Å):
Pt 0.0 -1.7 -1.8
C -3.4 -0.8 -0.3
C 1.9 -2.0 -0.9

---

[3]
CH4ClFSi | ωB97M-V/def2-TZVPD

Output
* charge: 0
* lowest unoccupied orbital energy (alpha / beta): -0.74 / -0.17 eV
* highest occupied orbital energy (alpha / beta): -0.3301 / -0.3035 hartree
* multiplicity: 1
* total energy: -24218.8941 eV

Cartesian coordinates (Å):
C: 1.68568 0.53482 -0.32637
F: -1.85536 -1.22595 -0.88191
Si: -1.22933 -0.44520 0.29831
Cl: -2.33500 1.22793 0.48648
H: 1.70829 -0.48537 -0.76063
H: 1.55183 1.35348 -0.99293
H: 1.84055 0.49542 0.76307
H: -1.36667 -1.45513 1.41400

Forces on atoms 1 to 3 (eV/Å):
C -1.5 -2.9 0.9
F -0.7 -1.0 -1.8
Si 2.1 0.4 1.3

---

[4]
C5H10N2O | ωB97M-V/def2-TZVPD

Output
* charge: 0
* lowest unoccupied orbital energy (alpha / beta): 0.66 / 0.66 eV
* highest occupied orbital energy (alpha / beta): -0.2732 / -0.2732 hartree
* multiplicity: 1
* total energy: -10370.8567 eV

Cartesian coordinates (Å):
C: -1.87557 -0.53172 -1.44457
C: 1.31335 -0.85933 -1.14585
C: 1.24177 0.56106 2.15596
C: -0.71883 0.52538 0.42993
C: 0.52968 0.21872 0.89121
O: -1.57848 1.54677 0.63214
N: -1.07042 -0.59655 -0.24301
N: 0.72976 -0.94989 0.17420
H: -1.07778 2.33633 0.86869
H: -2.61719 -1.33362 -1.47445
H: -2.39014 0.42901 -1.55667
H: -1.24404 -0.68625 -2.32900
H: 1.06300 0.06923 -1.68008
H: 2.40169 -0.90401 -1.02048
H: 1.02257 -1.72642 -1.74394
H: 1.30836 -0.33627 2.78130
H: 2.26329 0.91301 1.98596
H: 0.69898 1.32455 2.71866

Forces on atoms 1 to 3 (eV/Å):
C 0.3 -0.2 -0.5
C 0.0 0.0 -0.1
C 0.1 -0.2 -0.1

---

[5]
C5H3N | ωB97M-V/def2-TZVPD

Output
* charge: 0
* lowest unoccupied orbital energy: 0.50 eV
* highest occupied orbital energy: -0.3417 hartree
* multiplicity: 1
* total energy: -6717.2461 eV

Cartesian coordinates (Å):
C: -1.12090 -0.21854 -1.83379
C: -0.18759 0.13633 -0.77376
C: 0.08619 -0.72870 1.88598
C: 0.58962 0.88722 0.14843
C: -0.82134 -1.05107 -0.71128
N: 0.68629 0.05499 1.26106
H: 1.65996 1.00410 -0.21107
H: 0.15789 1.89933 0.56806
H: -1.05013 -1.98365 -0.33363

Forces on atoms 1 to 3 (eV/Å):
C 1.0 0.3 1.0
C -3.5 -2.5 -1.9
C 0.5 -0.4 1.0

---

[6]
C7H8N3O2 | ωB97M-V/def2-TZVPD

Output
* charge: -1
* lowest unoccupied orbital energy: 3.32 eV
* highest occupied orbital energy: -0.1733 hartree
* SMILES: C[C@H]1N=C(C(=O)[O-])[C@@H](C#N)N1C
* multiplicity: 1
* total energy: -15953.8770 eV

Cartesian coordinates (Å):
C: -1.89590 -0.18848 0.72949
C: -0.71508 -0.65820 -0.14898
N: -1.02712 -0.95459 -1.56023
C: -0.28631 -0.28724 -2.32343
C: 0.10345 -0.36473 -3.88063
O: 1.29057 -0.56547 -3.94802
O: -0.79966 -0.18839 -4.66140
C: 0.61941 0.67148 -1.58526
C: 0.25587 2.07568 -1.97231
N: 0.03810 3.10458 -2.41576
N: 0.23262 0.40891 -0.08950
C: 1.33075 0.22161 0.83421
H: -2.18871 0.81744 0.37753
H: -1.72949 -0.19566 1.75161
H: -2.89962 -0.89931 0.51473
H: -0.24491 -1.60513 0.36443
H: 1.65873 0.30493 -1.89498
H: 0.98162 -0.19836 1.74981
H: 2.06147 -0.51767 0.54594
H: 1.77922 1.15465 0.95311

Forces on atoms 1 to 3 (eV/Å):
C -3.7 -1.9 -3.8
C -0.3 -1.5 1.4
N -0.7 -0.9 1.0

---

[7]
C3H6I2Si | ωB97M-V/def2-TZVPD

Output
* charge: 0
* lowest unoccupied orbital energy (alpha / beta): -1.83 / -0.69 eV
* highest occupied orbital energy (alpha / beta): -0.3254 / -0.3100 hartree
* multiplicity: 1
* total energy: -27284.4265 eV

Cartesian coordinates (Å):
C: 0.95389 -0.12926 0.22932
C: 0.35564 0.75672 -0.49820
C: 2.33947 -0.17905 0.85566
Si: -2.57419 0.02157 -1.09415
I: -2.63119 -2.16323 0.14440
I: -3.98510 1.60566 0.16874
H: 0.31902 -0.95760 0.30163
H: 0.37575 1.74702 -0.87574
H: 3.17665 0.57913 0.36266
H: 2.82564 -1.08446 0.71042
H: 2.34958 0.17066 1.83001
H: -3.50516 -0.36715 -2.13476

Forces on atoms 1 to 3 (eV/Å):
C 0.9 0.8 -0.5
C -1.1 0.1 -0.2
C 1.5 3.5 -3.3

---

[8]
C4H11NO2 | ωB97M-V/def2-TZVPD

Output
* charge: 0
* lowest unoccupied orbital energy: 0.57 eV
* highest occupied orbital energy: -0.3488 hartree
* SMILES: CCC(N)=O.CO
* multiplicity: 1
* total energy: -9910.2378 eV

Cartesian coordinates (Å):
C: -1.78250 -0.67347 -1.86766
C: -0.35276 -0.55624 -1.26786
C: -0.33870 -1.17191 0.10295
N: 0.79034 -1.02331 0.88941
O: -1.38936 -1.70400 0.60874
H: -1.89645 -0.59810 -3.05131
H: -2.54675 0.08876 -1.51060
H: -2.34724 -1.59483 -1.48300
H: 0.46801 -0.88088 -1.84186
H: -0.30736 0.68359 -1.23714
H: 0.94443 -1.52054 1.72255
H: 1.63262 -0.53913 0.53211
C: 0.87171 2.64108 0.69515
O: 1.85184 1.62298 0.88713
H: 1.37049 3.55298 0.34876
H: 0.28020 2.82593 1.54843
H: 0.05773 2.27007 -0.04935
H: 2.72560 2.08676 0.85306

Forces on atoms 1 to 3 (eV/Å):
C -2.4 -0.9 -1.5
C -2.6 4.1 0.3
C -2.4 -0.9 3.6

---

[9]
C38H49N4O4PRuS6 | ωB97M-V/def2-TZVPD

Output
* charge: -1
* lowest unoccupied orbital energy (alpha / beta): 2.31 / 2.00 eV
* highest occupied orbital energy (alpha / beta): -0.1524 / -0.1536 hartree
* multiplicity: 2
* total energy: -131239.9578 eV

Cartesian coordinates (Å):
Ru: 1.45966 -0.82163 -0.23930
S: 6.86289 3.27363 -3.03006
C: 5.74143 2.21848 -2.43551
S: 4.50087 1.49224 -3.38965
C: 3.75537 0.53922 -2.13679
C: 4.30666 0.64992 -0.91169
S: 3.59931 -0.13831 0.47603
S: 5.66005 1.73544 -0.78251
S: 2.35492 -0.42954 -2.45763
C: -1.31339 -4.51399 5.69544
C: -1.43838 -4.09927 4.25494
C: -1.42211 -5.04881 3.23786
C: -1.48018 -4.66834 1.90648
C: -1.54953 -3.32344 1.58299
C: -1.59637 -2.36328 2.58157
C: -1.54171 -2.75422 3.90852
S: -1.58085 -2.79792 -0.11324
O: -2.35020 -1.58139 -0.13728
O: -2.03252 -3.93107 -0.88607
N: -0.07945 -2.39988 -0.51248
C: 0.89080 -3.35016 -0.69940
C: 0.85124 -4.73355 -0.88612
C: 2.05777 -5.39696 -0.97857
C: 3.26957 -4.71134 -0.90739
C: 3.23674 -3.34170 -0.75806
N: 2.07587 -2.70395 -0.68197
H: -1.84501 -5.44664 5.88886
H: -1.70938 -3.74867 6.36349
H: -0.26427 -4.67287 5.95787
H: -1.35592 -6.10157 3.48912
H: -1.47634 -5.40847 1.11792
H: -1.66751 -1.31520 2.31905
H: -1.56860 -2.00075 4.68819
H: -0.09316 -5.24948 -0.94798
H: 2.06043 -6.47267 -1.10965
H: 4.21506 -5.22892 -0.97511
H: 4.12128 -2.72140 -0.70664
C: 1.46730 1.41472 4.45135
N: 1.42263 0.08532 3.86850
C: 1.67484 -1.03737 4.61280
C: 1.72682 -2.24722 4.05024
C: 1.52890 -2.39304 2.60616
O: 1.56275 -3.49334 2.06845
N: 1.31459 -1.23063 1.89837
C: 1.26339 -0.02075 2.49183
O: 1.10230 0.99406 1.82264
H: 1.25257 1.34495 5.51662
H: 0.72172 2.04065 3.97019
H: 2.44609 1.87513 4.30629
H: 1.81947 -0.86947 5.67218
H: 1.91051 -3.14040 4.62750
C: -4.18450 2.37209 1.05070
C: -2.83129 2.52853 1.77063
C: -1.73297 1.65755 1.15262
C: -1.76476 1.73324 -0.37345
C: -3.12503 1.20314 -0.90558
C: -4.19183 1.11720 0.18812
P: -0.17177 1.07719 -1.18660
C: 0.79331 2.66241 -1.43155
C: 0.02014 3.93731 -1.85278
C: -0.10137 4.94093 -0.70842
C: 1.28554 5.46706 -0.30949
C: 2.34509 4.35467 -0.42453
C: 1.69651 2.98837 -0.23409
C: -0.61635 0.70628 -2.96532
C: -1.39259 1.77583 -3.76294
C: -2.02419 1.17639 -5.02889
C: -1.10077 0.13183 -5.64673
C: -0.93704 -1.07165 -4.69974
C: -1.18470 -0.69238 -3.23214
H: -4.37060 3.23978 0.40769
H: -5.00479 2.34792 1.77240
H: -2.93306 2.27255 2.82954
H: -2.51573 3.57669 1.73901
H: -1.86747 0.61113 1.44268
H: -0.76603 1.95499 1.53374
H: -1.73886 2.79841 -0.61493
H: -3.02403 0.22434 -1.36135
H: -3.49425 1.88314 -1.67609
H: -4.01771 0.22996 0.80169
H: -5.17193 0.98356 -0.27699
H: 1.44254 2.37456 -2.26547
H: -0.95762 3.71809 -2.27520
H: 0.58494 4.42048 -2.65912
H: -0.57313 4.46062 0.15505
H: -0.75838 5.76449 -0.99952
H: 1.24965 5.84074 0.71743
H: 1.55881 6.31791 -0.93995
H: 3.13393 4.50303 0.31551
H: 2.83906 4.38738 -1.40171
H: 1.13018 2.97957 0.69986
H: 2.44377 2.21283 -0.12092
H: 0.38458 0.68023 -3.39415
H: -0.70268 2.57195 -4.05442
H: -2.17347 2.24330 -3.16957
H: -2.24388 1.97647 -5.74028
H: -2.98374 0.70925 -4.78263
H: -0.12668 0.59640 -5.83397
H: -1.47585 -0.19498 -6.61925
H: 0.07277 -1.47917 -4.79805
H: -1.62541 -1.87258 -4.98189
H: -0.71387 -1.42751 -2.58669
H: -2.25138 -0.72770 -3.01061

Forces on atoms 1 to 3 (eV/Å):
Ru 0.5 0.1 0.0
S 0.0 0.0 0.0
C -0.1 0.0 0.0

---

[10]
C19H18N3O | ωB97M-V/def2-TZVPD

Output
* charge: +1
* lowest unoccupied orbital energy: -4.46 eV
* highest occupied orbital energy: -0.4049 hartree
* SMILES: C#Cc1[nH]nc(Cc2ccccc2C)[n+]1COc1ccccc1
* multiplicity: 1
* total energy: -26490.3267 eV

Cartesian coordinates (Å):
C: -5.57944 1.90405 -0.09228
C: -4.50022 1.18175 0.18478
C: -3.15190 0.70247 0.89103
N: -2.77612 0.62124 2.29482
N: -1.52388 0.13013 2.47207
C: -0.94247 -0.19749 1.15560
C: 0.50424 -0.79463 0.78634
C: 1.32947 -1.33784 2.05431
C: 0.75299 -2.62028 2.79402
C: 1.59111 -3.17232 4.01906
C: 2.91667 -2.49506 4.54235
C: 3.43179 -1.20473 3.76089
C: 2.65460 -0.62773 2.51938
C: 3.29237 0.67866 1.77225
N: -1.98226 0.18956 0.19266
C: -2.04848 0.15223 -1.30370
O: -1.05365 -0.69758 -1.93627
C: -0.51269 0.13277 -3.02548
C: 0.88855 0.81595 -2.78045
C: 1.47152 1.72950 -3.92710
C: 0.59141 1.92294 -5.22374
C: -0.81450 1.24333 -5.47780
C: -1.38546 0.31399 -4.33940
H: -6.67190 2.28389 -0.20537
H: -3.50273 0.93305 2.95832
H: 0.39435 -1.62920 -0.01117
H: 1.10995 0.05837 0.28185
H: -0.22823 -3.14751 2.46641
H: 1.23882 -4.12212 4.58844
H: 3.55015 -2.84850 5.43101
H: 4.40810 -0.68029 4.09453
H: 2.88298 1.66945 2.18619
H: 4.43156 0.62877 1.99306
H: 3.13422 0.61867 0.62847
H: -1.89680 1.24300 -1.69168
H: -3.08519 -0.19736 -1.68903
H: 1.41538 0.61702 -1.76605
H: 2.49488 2.23356 -3.74103
H: 1.00724 2.61210 -6.05260
H: -1.44851 1.39678 -6.42904
H: -2.38795 -0.24061 -4.37565

Forces on atoms 1 to 3 (eV/Å):
C 5.1 -4.5 2.1
C -3.4 3.7 0.6
C 1.7 -0.8 0.1

---

[11]
CHIOS2 | ωB97M-V/def2-TZVPD

Output
* charge: 0
* lowest unoccupied orbital energy: -1.38 eV
* highest occupied orbital energy: -0.3374 hartree
* multiplicity: 1
* total energy: -32869.1902 eV

Cartesian coordinates (Å):
C: -0.39421 0.53833 0.37992
O: 0.40251 -1.57799 -2.09788
S: 0.32855 -1.00515 0.98935
S: 0.95110 -0.70027 -1.05046
I: 0.21860 2.27699 1.55022
H: -1.50653 0.46809 0.22885

Forces on atoms 1 to 3 (eV/Å):
C 0.7 -1.7 0.5
O 0.2 0.8 1.2
S -0.4 0.9 -1.2

---

[12]
C2H5FSi | ωB97M-V/def2-TZVPD

Output
* charge: 0
* lowest unoccupied orbital energy: 0.05 eV
* highest occupied orbital energy: -0.3710 hartree
* multiplicity: 1
* total energy: -12745.4962 eV

Cartesian coordinates (Å):
C: 1.49197 0.45293 -0.02523
C: 0.37812 -0.25734 0.07495
F: 2.71982 -0.06255 0.14634
Si: -1.40000 0.01527 0.07900
H: 1.72677 1.47112 -0.27858
H: 0.55481 -1.97758 -0.07978
H: -1.32040 1.54622 0.09382
H: -1.78837 -0.81086 1.12424
H: -2.36273 -0.37721 -1.13477

Forces on atoms 1 to 3 (eV/Å):
C 0.4 -0.8 0.1
C 1.6 -4.3 -1.5
F 0.2 -0.9 -0.1